Entry 1:
The following is a quantum chemistry calculation of one molecule with the formula C4H8N2S in a non-equilibrium geometry, from the OMol25 dataset.

* SMILES string: C/C(=N/S)[C@H]1CN1
* HOMO level: -8.104 eV
* total charge: 0
* frontier orbital gap: 0.326 hartree
* max |F|: 0.079 hartree/bohr
* energy relative to the best compared isomer or geometry (same formula, charge and spin): 99.2 kcal per mole

Structure (XYZ):
```
15
Properties=species:S:1:pos:R:3:forces:R:3
C -0.0723 2.1610 -0.0343 1.2420 -0.4355 -0.0076
C -0.4390 0.5895 -0.1393 -2.9370 2.3511 -1.0365
N -1.7436 0.5004 -0.0960 2.6007 -0.1547 0.4645
S -2.8030 -0.7518 0.0012 0.6610 -2.6172 0.4919
C 0.5986 -0.4527 -0.4282 -0.1586 3.3484 -0.0371
C 1.0749 -1.3062 0.6400 0.0710 0.6992 2.5980
N 0.3396 -1.8361 -0.5082 2.1065 -2.4584 -2.4593
H 0.5940 2.3699 0.8478 -1.1145 -0.3685 -0.1556
H -1.0106 2.7797 -0.0301 0.9923 -0.9237 0.2672
H 0.6185 2.6127 -0.7947 -0.7672 -0.9273 -0.1634
H -2.0850 -2.0475 0.3010 -0.8881 2.3554 -0.7474
H 1.4514 0.0261 -0.9272 -0.3783 -0.4181 -0.4447
H 2.1073 -1.0418 0.9467 -0.0539 -1.5448 -1.0162
H 0.4632 -1.2546 1.5506 0.0226 -0.4885 -0.3988
H 0.9061 -2.3485 -1.3293 -1.3984 1.5827 2.6448
```
Positions in Å, forces in eV/Å.

=====

Entry 2:
The following is a quantum chemistry calculation of one molecule with the formula C21H31N3O4, from the OMol25 dataset.

* SMILES string: CCOc1ccc(CN2CCNC(=O)[C@@H]2CC(=O)NCC2CCOCC2)cc1
* HOMO level: -8.651 eV
* total charge: 0
* frontier orbital gap: 0.335 hartree
* max |F|: 0.010 hartree/bohr
* energy relative to the best compared isomer or geometry (same formula, charge and spin): 31.6 kcal per mole

Structure (XYZ):
```
59
Properties=species:S:1:pos:R:3:forces:R:3
C -3.9839 -2.4797 -0.9071 0.2954 -0.2790 0.1334
C -3.4033 -3.6989 -0.1965 -0.4382 0.1750 0.0190
O -2.0649 -3.9645 -0.5672 0.2889 -0.0294 -0.0788
C -1.0516 -3.2212 -0.0535 0.2708 0.0062 -0.0240
C -1.1797 -2.2150 0.8994 -0.3172 -0.1392 -0.0164
C -0.0557 -1.5474 1.3538 0.2177 -0.1128 -0.0686
C 1.2117 -1.8575 0.8837 0.1065 -0.0772 0.1673
C 2.4060 -1.0857 1.3791 -0.1348 -0.0225 -0.0806
N 2.5011 0.2001 0.6790 0.0629 -0.0239 0.1464
C 3.1700 1.2288 1.4490 0.3248 0.1253 0.1380
C 4.6455 0.9038 1.6972 -0.3603 0.0232 0.2259
N 5.2594 0.4804 0.4597 0.3772 0.1835 0.2859
C 4.6329 -0.0206 -0.6281 -0.0823 -0.1684 -0.0043
O 5.2633 -0.4623 -1.5666 -0.0333 -0.1298 -0.3213
C 3.1038 0.0551 -0.6447 0.0060 0.1025 -0.2856
C 2.7115 1.1775 -1.6200 -0.0512 -0.1101 -0.1719
C 1.2466 1.1849 -2.0497 0.3623 -0.0161 0.3176
O 0.9075 1.5386 -3.1602 -0.0151 0.1700 -0.4306
N 0.3830 0.8002 -1.0926 -0.3186 -0.1997 0.2769
C -1.0396 0.7417 -1.3146 -0.1857 0.3620 -0.1880
C -1.7819 1.8991 -0.6337 -0.0723 -0.4576 -0.0146
C -3.2665 1.8896 -1.0035 0.1394 0.3730 0.2502
C -3.9922 3.0115 -0.2589 -0.1335 -0.1893 -0.3408
O -3.8398 2.8998 1.1377 -0.0997 -0.0489 0.1018
C -2.4859 2.9618 1.5191 0.3102 -0.1816 0.1908
C -1.6628 1.8354 0.8907 -0.2327 0.4541 -0.1695
C 1.3350 -2.8696 -0.0619 -0.0953 0.0318 0.1154
C 0.2238 -3.5388 -0.5264 -0.2669 -0.0410 -0.0571
H -3.8907 -2.6018 -1.9832 -0.0217 0.0042 -0.0999
H -3.4591 -1.5717 -0.6205 0.0000 0.1145 0.0155
H -5.0348 -2.3742 -0.6522 -0.1218 0.0473 0.0251
H -3.9488 -4.5964 -0.5011 0.0585 0.1156 0.1282
H -3.4910 -3.5969 0.8923 0.0313 -0.0709 -0.0899
H -2.1429 -1.9485 1.3062 -0.1166 0.0125 -0.0078
H -0.1712 -0.7711 2.0967 -0.0264 0.1138 0.0992
H 3.3181 -1.6873 1.2544 0.0040 0.0146 0.0888
H 2.2760 -0.8747 2.4438 0.0864 -0.0224 -0.0330
H 3.0914 2.1672 0.8957 0.0122 0.0211 0.0978
H 2.6527 1.3545 2.4031 0.0384 0.0400 -0.0573
H 4.7342 0.1088 2.4512 -0.0205 0.1376 -0.0199
H 5.1690 1.7872 2.0753 -0.0804 -0.0804 0.0127
H 6.2679 0.4072 0.4442 -0.1240 -0.0714 -0.1512
H 2.7407 -0.8829 -1.0766 0.1450 0.0812 0.0495
H 2.9382 2.1593 -1.1976 0.0366 0.0125 -0.0196
H 3.3117 1.0672 -2.5252 -0.0862 0.0453 0.0747
H 0.7574 0.5160 -0.1950 0.1095 0.0679 -0.0927
H -1.1952 0.7988 -2.3952 -0.0463 -0.0910 0.1077
H -1.4161 -0.2176 -0.9464 -0.0477 0.0479 -0.0370
H -1.3364 2.8367 -0.9849 0.0180 0.0123 -0.0164
H -3.3947 2.0217 -2.0780 -0.0292 -0.0292 -0.0899
H -3.7077 0.9326 -0.7172 -0.0599 -0.0883 -0.0209
H -5.0677 2.9722 -0.4436 0.0844 0.0746 -0.0504
H -3.6077 3.9863 -0.5986 -0.0523 -0.0391 0.0124
H -2.4819 2.8897 2.6092 0.0675 0.0728 -0.0744
H -2.0598 3.9350 1.2257 -0.0207 -0.0450 0.0482
H -0.6218 1.9309 1.2017 0.1031 -0.0340 0.0659
H -2.0490 0.8768 1.2425 0.0016 -0.1190 0.0583
H 2.3118 -3.1473 -0.4315 0.1232 -0.0234 -0.0428
H 0.3141 -4.3253 -1.2584 0.0091 -0.1023 -0.0971
```
Positions in Å, forces in eV/Å.

=====

Entry 3:
The following is a quantum chemistry calculation of C4H11ClNOZr as an isolated structure in a non-equilibrium geometry, from the OMol25 dataset.

* HOMO level: -18.438 eV
* total charge: +3
* frontier orbital gap: 0.080 hartree
* max |F|: 0.060 hartree/bohr
* energy relative to the best compared isomer or geometry (same formula, charge and spin): 0.0 kcal per mole

Structure (XYZ):
```
19
Properties=species:S:1:pos:R:3:forces:R:3
Zr 3.1541 5.4121 2.6489 -0.9920 -0.9150 -1.1603
Cl 1.7633 3.9855 1.1974 1.1192 1.1201 1.3018
C 1.3366 0.7987 -0.9913 -0.2047 -0.6433 -0.0298
C 0.0504 0.4657 -0.2062 3.0449 0.4804 -0.0477
C -0.6744 -0.7818 -0.8418 -1.2192 -0.9381 -0.0607
O -1.7628 -1.1024 -0.0785 0.0014 -0.0690 -0.2584
C -2.0698 -2.4943 0.0739 0.4307 0.3678 0.7374
N 0.4741 -0.0008 1.0631 -2.5883 1.3679 -0.1771
H 1.8325 1.7143 -0.6527 -0.2992 0.1520 -0.1296
H 1.1727 0.8180 -2.0683 -0.1200 0.4470 0.0299
H 2.0535 -0.0071 -0.8175 -0.0250 -0.0063 -0.0034
H -0.5877 1.3739 -0.1503 -0.7236 -0.5992 -0.0997
H 0.0073 -1.6315 -0.9422 0.0860 0.0947 -0.1437
H -1.1238 -0.4844 -1.8193 0.6025 0.4829 0.0124
H -1.3048 -2.9100 0.7812 -0.2415 -0.0340 -0.2671
H -1.9649 -3.0111 -0.8871 -0.1170 -0.0038 0.1036
H -3.0476 -2.5187 0.5439 -0.0608 -0.2287 -0.1575
H -0.3578 -0.3131 1.5913 0.6635 -0.3441 0.3267
H 1.0493 0.6871 1.5553 0.6432 -0.7313 0.0231
```
Positions in Å, forces in eV/Å.

=====

Entry 4:
The following is a quantum chemistry calculation of a 7-piece molecular cluster, C22H59O19PS6 overall in a non-equilibrium geometry, from the OMol25 dataset.

* SMILES string: CCOS(C)(=O)=O.CCOS(C)(=O)=O.CCOS(C)(=O)=O.CCOS(C)(=O)=O.CCOS(C)(=O)=O.CCOS(C)(=O)=O.CCCOCP
* HOMO level: -8.798 eV
* total charge: 0
* frontier orbital gap: 0.343 hartree
* max |F|: 0.023 hartree/bohr

Structure (XYZ):
```
107
Properties=species:S:1:pos:R:3:forces:R:3
C 5.2249 0.1872 -3.0829 -0.0175 0.1535 -0.1438
C 4.2477 0.7677 -2.0864 0.3715 -0.4357 -0.1552
O 3.9007 2.1525 -2.3457 -0.2725 0.3598 -0.3579
S 2.8533 2.4325 -3.5051 0.7693 0.4668 0.1747
C 2.5358 4.1175 -3.1258 -0.0325 0.0364 0.0788
O 1.6806 1.6443 -3.2576 -0.1308 0.2499 -0.1987
O 3.5031 2.3523 -4.7770 -0.2007 -0.1259 -0.0167
H 4.7937 0.1159 -4.0802 -0.0429 0.0144 -0.0126
H 5.5003 -0.8129 -2.7506 0.0080 0.0101 0.0848
H 6.1214 0.8050 -3.1479 0.0237 -0.0269 0.0299
H 3.3302 0.1795 -2.0387 0.8457 0.3235 -0.4376
H 4.6846 0.7822 -1.0902 -0.0830 0.1719 -0.1751
H 2.0552 4.1757 -2.1529 -0.0240 0.0174 -0.0079
H 1.8710 4.4986 -3.8976 -0.0161 -0.0371 -0.0162
H 3.4798 4.6561 -3.1395 0.0109 -0.0361 -0.0206
C -1.4507 2.4754 7.8891 -0.0162 -0.1329 -0.0659
C -0.1031 2.8084 7.2838 -0.1413 0.3015 0.0992
O 0.6176 1.6378 6.8352 -0.0067 -0.1085 -0.0549
S 0.1319 0.9545 5.4828 0.2612 -0.1284 -0.0217
C 1.5368 -0.0571 5.1963 0.0462 -0.0990 -0.0037
O 0.0645 1.9471 4.4531 -0.1711 0.1740 0.0319
O -1.0122 0.1370 5.7450 -0.0522 0.0030 -0.0111
H -2.1350 2.0712 7.1451 0.0107 0.0148 -0.0128
H -1.8929 3.3797 8.3085 0.0380 0.0202 0.0144
H -1.3422 1.7355 8.6820 0.0069 0.0312 0.0228
H -0.1949 3.5078 6.4514 0.0096 -0.0725 -0.0488
H 0.5529 3.2566 8.0273 0.0650 -0.0695 -0.0222
H 2.4001 0.5817 5.0348 -0.0080 0.0072 -0.0088
H 1.3174 -0.6230 4.2921 0.0279 0.0303 -0.0302
H 1.6873 -0.7268 6.0387 -0.0503 0.0283 0.0275
C 5.3479 -5.4261 1.1330 0.0560 -0.0410 -0.1344
C 6.3545 -4.2969 1.1913 -0.1701 0.0693 0.2396
O 7.3168 -4.3398 0.1064 -0.0084 -0.1098 -0.0353
S 6.8102 -3.8858 -1.3290 0.1397 0.1147 0.1305
C 8.3869 -3.7085 -2.0875 0.0408 0.0015 0.0080
O 6.1791 -2.6069 -1.1993 -0.0152 -0.0649 -0.1063
O 6.1058 -4.9595 -1.9562 -0.0750 -0.0415 -0.0451
H 4.6965 -5.3371 0.2655 -0.0013 0.0040 -0.0279
H 4.7289 -5.4029 2.0300 0.0317 0.0133 0.0473
H 5.8542 -6.3900 1.0774 -0.0159 0.0030 0.0296
H 5.8655 -3.3221 1.1923 0.0191 0.0434 -0.1035
H 6.9649 -4.3687 2.0890 0.0783 -0.0068 -0.0603
H 8.9281 -2.9068 -1.5932 -0.0088 -0.0049 0.0103
H 8.2025 -3.4627 -3.1311 -0.0262 -0.0001 0.0074
H 8.9174 -4.6534 -2.0093 -0.0012 -0.0083 -0.0068
C 1.9506 -3.7302 1.6888 0.0001 0.1807 0.0456
C 2.0028 -3.3792 0.2168 0.0797 -0.4278 -0.0300
O 1.5672 -2.0255 -0.0510 0.0177 0.1612 0.0960
S 2.5460 -0.8280 0.3044 -0.6334 -0.0540 -0.0798
C 1.6974 0.4021 -0.6211 -0.3070 -0.1446 0.3124
O 3.8319 -1.0879 -0.2683 -0.0131 -0.5303 0.5669
O 2.4473 -0.5100 1.6967 0.1386 -0.0736 0.2447
H 2.6739 -3.1548 2.2658 0.0278 0.0110 0.0013
H 2.1748 -4.7896 1.8154 -0.0320 -0.0273 -0.0380
H 0.9589 -3.5295 2.0944 -0.0095 -0.0439 -0.0116
H 3.0017 -3.5178 -0.1992 0.0404 0.1097 -0.0190
H 1.3109 -3.9950 -0.3540 -0.0335 0.1103 -0.0406
H 1.7562 0.1443 -1.6735 -0.4577 0.0688 0.3051
H 2.1900 1.3537 -0.4308 -0.0114 -0.0156 -0.0377
H 0.6668 0.4392 -0.2760 0.0001 -0.0268 0.0650
C -9.6085 -0.3237 -0.9704 0.0367 0.0223 0.1484
C -9.1142 1.0284 -1.4395 -0.0124 -0.2154 -0.2899
O -9.0395 2.0019 -0.3713 0.0089 0.0331 0.1524
S -7.8354 1.8699 0.6581 -0.1694 0.1378 -0.0731
C -7.9959 3.4542 1.4034 0.0069 0.0324 0.0004
O -6.6094 1.8009 -0.0800 0.0592 -0.1080 -0.0049
O -8.1341 0.8595 1.6236 0.0519 -0.0351 0.0183
H -8.8988 -0.7976 -0.2945 0.0147 0.0079 -0.0162
H -9.7510 -0.9758 -1.8326 -0.0128 0.0309 -0.0283
H -10.5575 -0.2233 -0.4439 -0.0168 -0.0024 -0.0372
H -8.1386 0.9581 -1.9225 0.0295 0.0314 0.0786
H -9.8099 1.4679 -2.1513 -0.0038 0.0810 0.0610
H -7.7888 4.2174 0.6585 -0.0057 -0.0075 -0.0064
H -7.2639 3.4935 2.2076 0.0076 -0.0208 -0.0076
H -9.0020 3.5498 1.8022 0.0006 -0.0092 0.0051
C 0.3230 -1.0294 -3.9395 0.0143 -0.1854 0.0643
C -0.8332 -1.3268 -3.0078 0.3463 0.3758 0.1071
O -1.6716 -2.4084 -3.4775 -0.0839 -0.3161 -0.0685
S -1.1020 -3.8836 -3.3227 -0.1997 0.3023 -0.1492
C -2.6130 -4.7399 -3.5964 -0.0341 -0.0332 0.0353
O -0.6713 -4.0674 -1.9687 0.1152 -0.0867 0.1055
O -0.1989 -4.1703 -4.3928 0.0377 -0.0840 0.0383
H 1.0302 -1.8570 -3.9757 -0.0125 -0.0630 0.0168
H 0.8513 -0.1414 -3.5938 -0.2050 -0.1805 -0.1401
H -0.0308 -0.8481 -4.9540 -0.0349 0.0351 -0.0022
H -0.4905 -1.5634 -1.9985 -0.0044 -0.0772 -0.0175
H -1.5048 -0.4728 -2.9424 -0.1016 -0.0646 -0.0403
H -3.3036 -4.5016 -2.7926 0.0025 0.0111 -0.0031
H -2.3723 -5.8008 -3.5962 0.0163 0.0033 0.0038
H -3.0095 -4.4418 -4.5631 0.0154 0.0051 -0.0033
C -1.7502 3.1534 1.6155 0.0183 -0.3735 0.3676
C -2.9560 2.5084 0.9298 0.2928 0.1567 -0.3870
C -3.7078 3.4255 -0.0657 -0.3746 -0.2082 0.3745
O -3.2264 4.7617 -0.0570 0.0461 -0.0368 -0.0349
C -2.5040 5.1327 -1.1993 -0.1116 -0.0562 -0.1876
P -1.0844 4.0080 -1.7060 1.0658 0.4450 0.0884
H -1.9650 4.1624 1.9606 0.0067 0.0217 -0.0515
H -1.4779 2.5541 2.4864 0.0289 0.0573 -0.0084
H -0.8590 3.1744 0.9851 -0.1000 0.1787 -0.0541
H -2.6116 1.6400 0.3605 -0.0520 -0.1565 0.1942
H -3.6424 2.1393 1.6907 -0.0821 0.0205 -0.0427
H -3.6685 3.0131 -1.0757 0.0034 0.0533 -0.0296
H -4.7619 3.4509 0.2102 0.0198 0.1434 -0.0447
H -3.1633 5.2757 -2.0644 -0.0419 -0.0661 0.0186
H -2.0498 6.0963 -0.9726 -0.0221 0.0188 0.0189
H -1.4064 2.7591 -1.1476 -0.3459 -0.0052 -0.2815
H -1.4163 3.7525 -3.0508 -0.2974 -0.2250 0.0372
```
Positions in Å, forces in eV/Å.